{"formula": "C8H12N2S", "method": "ωB97M-V/def2-TZVPD", "e_above_lowest_kj_mol": 332.9, "multiplicity": 1, "total_charge": 0, "lumo_energy_ha": 0.0212, "gap_ev": 7.63, "symbols": ["C", "C", "C", "C", "C", "C", "C", "C", "N", "N", "S", "H", "H", "H", "H", "H", "H", "H", "H", "H", "H", "H", "H"], "positions_angstrom": [[3.1071, 1.7263, -0.0027], [1.7805, 1.8178, 0.3037], [2.2272, -0.2954, -0.1292], [-1.6751, 0.8394, 0.8244], [-0.5115, -0.0467, 0.9380], [-1.5841, -0.5567, 0.0888], [-1.2724, -0.4584, -1.4644], [-2.3754, -1.7817, 0.4089], [3.3009, 0.4121, -0.4378], [1.2328, 0.5885, 0.1858], [1.7400, -1.9436, -0.2237], [3.8286, 2.5300, -0.1164], [1.1995, 2.6934, 0.5036], [-2.1889, 0.9648, 1.7340], [-1.8267, 1.7018, 0.1653], [-0.0102, -0.4670, 1.8444], [-1.9706, -1.0060, -1.9933], [-0.3536, -1.1250, -1.3064], [-1.1026, 0.5555, -1.7340], [-3.3482, -1.6640, -0.1740], [-2.6362, -2.0112, 1.4612], [-1.7989, -2.5516, -0.1682], [4.2378, 0.0776, -0.7079]], "forces_ev_per_a": [[-0.7339, 0.8909, -0.7032], [0.8047, 0.6640, 0.0008], [-3.6248, -2.0237, -0.6454], [0.0472, -0.3923, -1.0803], [3.6028, 0.8315, -0.2744], [0.0884, 1.8739, -0.4769], [2.3803, -1.3972, 4.1980], [-0.8847, -0.4085, -1.5223], [2.4641, 0.8212, 0.7019], [-2.0472, -1.2861, 1.0330], [1.3386, 0.1252, -0.0561], [-0.1034, -0.4580, -0.0316], [-0.0819, 0.2231, 0.2841], [-0.7523, 0.0111, 1.0891], [0.6645, -0.4467, 0.1352], [-1.0391, 0.3812, -0.8870], [-1.6447, -0.6225, -1.2684], [-0.5377, 1.1783, -1.6283], [0.3261, 0.5136, -0.6087], [0.9925, -0.2420, 0.8661], [0.6298, 0.0696, -0.6420], [-0.6792, -0.1127, 1.1411], [-1.2103, -0.1938, 0.3754]], "mulliken_charge": [-0.55, -0.28, -0.10, -1.17, 0.14, 1.35, -1.24, -1.49, -0.05, -0.03, -0.45, 0.35, 0.40, 0.30, 0.24, 0.34, 0.51, 0.16, 0.30, 0.31, 0.38, 0.34, 0.24]}